Below is C45H51EuN4O4PS as an isolated structure, with properties calculated with ωB97M-V/def2-TZVPD.

```
! wB97M-V def2-TZVPD RIJCOSX def2/J DEFGRID3
* xyz 1 7
Eu -0.0367 -0.1039 -0.5511
C -0.1899 4.6438 -2.1185
C -1.0509 4.8329 -0.8645
C -0.2934 5.6270 0.2059
C -1.6292 3.5336 -0.3088
C -1.9385 2.4527 -1.1370
C -2.7073 1.3842 -0.6724
C -3.1051 1.3054 0.6614
C -4.0325 0.2157 1.1316
C -2.7168 2.3352 1.5094
C -2.0214 3.4334 1.0271
H 0.2517 5.5979 -2.4080
H -0.7859 4.2969 -2.9637
H 0.6141 3.9349 -1.9475
H -1.9115 5.4387 -1.1690
H 0.3932 4.9728 0.7422
H -0.9689 6.0744 0.9345
H 0.2783 6.4371 -0.2466
H -1.7015 2.4916 -2.1923
H -3.1153 0.6838 -1.3867
H -3.9002 0.0064 2.1935
H -3.8914 -0.7048 0.5617
H -5.0691 0.5282 0.9877
H -3.0127 2.3135 2.5524
H -1.8144 4.2457 1.7096
C -6.6607 -0.5483 -5.7579
C -5.3705 -0.7611 -5.0198
C -5.3831 -1.0455 -3.6547
C -4.2035 -1.2341 -2.9581
C -2.9955 -1.1334 -3.6337
C -2.9591 -0.8608 -4.9913
C -4.1460 -0.6787 -5.6788
S -1.4826 -1.3569 -2.7469
O -1.8607 -1.3790 -1.3147
O -0.8149 -2.5562 -3.1967
N -0.5451 -0.0816 -2.8552
C 0.7113 -0.2260 -3.4443
C 0.9371 -0.5803 -4.7761
C 2.2328 -0.6088 -5.2470
C 3.2775 -0.2812 -4.3892
C 2.9701 0.0057 -3.0765
N 1.7240 0.0053 -2.5974
H -7.2354 0.2541 -5.2939
H -7.2765 -1.4484 -5.7264
H -6.4812 -0.2939 -6.8004
H -6.3303 -1.1183 -3.1347
H -4.2041 -1.4657 -1.9013
H -2.0088 -0.7889 -5.5027
H -4.1245 -0.4658 -6.7397
H 0.1045 -0.8380 -5.4117
H 2.4251 -0.8814 -6.2762
H 4.3006 -0.2608 -4.7347
H 3.7472 0.2385 -2.3560
N 1.3148 -2.3578 -1.0192
C 1.1959 -3.5443 -0.1299
C -0.2733 -3.9811 -0.0290
C -0.8257 -4.0460 1.3919
C -0.6652 -2.7548 2.1840
N -1.1116 -1.5416 1.4607
H 0.8699 -2.6165 -1.9008
H 2.2937 -2.2253 -1.2483
H 1.5985 -3.2660 0.8448
H 1.8047 -4.3676 -0.5089
H -0.4071 -4.9529 -0.5051
H -0.8780 -3.2783 -0.5925
H -0.3345 -4.8424 1.9561
H -1.8860 -4.3095 1.3341
H 0.3819 -2.6113 2.4411
H -1.2114 -2.8686 3.1248
H -1.1327 -0.7774 2.1347
H -2.0751 -1.6811 1.1668
O 1.2042 1.8456 -0.5940
C 1.1182 1.8074 0.6520
O 0.1266 1.2273 1.2110
C 2.2560 2.1994 1.5291
C 2.9014 3.4286 1.5242
C 3.9479 3.6496 2.4027
C 4.3724 2.6383 3.2546
C 3.7643 1.3946 3.2189
C 2.6988 1.1622 2.3563
P 1.8710 -0.4881 2.2349
C 1.1171 -0.4894 3.9159
C 1.0904 -1.6165 4.7361
C 0.4736 -1.5703 5.9787
C -0.1521 -0.4102 6.4053
C -0.1682 0.7056 5.5799
C 0.4613 0.6686 4.3464
C 3.4140 -1.5040 2.3144
C 4.0140 -2.1643 3.3802
C 5.1805 -2.8955 3.1826
C 5.7705 -2.9623 1.9317
C 5.1988 -2.2797 0.8652
C 4.0274 -1.5703 1.0575
H 2.5867 4.2064 0.8426
H 4.4366 4.6148 2.4205
H 5.1938 2.8183 3.9358
H 4.1205 0.6033 3.8662
H 1.5440 -2.5430 4.4096
H 0.4762 -2.4462 6.6147
H -0.6335 -0.3756 7.3738
H -0.6701 1.6108 5.8971
H 0.4491 1.5399 3.7064
H 3.6053 -2.1011 4.3793
H 5.6362 -3.4086 4.0197
H 6.6734 -3.5396 1.7834
H 5.6723 -2.2965 -0.1087
H 3.5703 -1.0244 0.2355
*
```

* orbital gap (alpha / beta): 7.7 / 9.2 eV
* LUMO level (alpha / beta): -3.0534 / -1.5823 eV
* energy above the lowest of the compared OMol25 structures with the same formula, charge and spin: 54.61 kJ/mol

Atom charges from the Mulliken analysis, given in e for atoms 1 to 6: number 1, Eu, carries -0.289; number 2, C, carries -1.538; number 3, C, carries 0.945; number 4, C, carries -1.701; number 5, C, carries 0.352; number 6, C, carries -0.171